[1]
Density functional theory data (ωB97M-V/def2-TZVPD) for a molecular structure, C15H12BrO8Pd.

```
! wB97M-V def2-TZVPD RIJCOSX def2/J DEFGRID3
* xyz -1 5
Pd 0.377 -1.281 0.177
O 3.514 1.466 0.259
C 2.638 0.691 -0.091
O 1.627 0.333 0.622
C 2.674 0.184 -1.554
C 1.324 0.416 -2.229
C 1.446 0.341 -3.752
C 1.622 -1.189 -3.967
C 1.552 -1.708 -2.527
O 0.574 -0.803 -1.951
C 2.868 -1.364 -1.794
C 3.094 -2.292 -0.575
O 4.173 -2.890 -0.540
O 2.128 -2.453 0.291
H 3.443 0.761 -2.058
H 0.795 1.303 -1.892
H 0.510 0.657 -4.208
H 2.251 0.966 -4.128
H 0.775 -1.580 -4.528
H 2.542 -1.477 -4.468
H 1.265 -2.752 -2.468
H 3.724 -1.552 -2.433
Br -3.852 -0.353 6.214
C -3.637 0.672 4.625
C -4.356 1.846 4.483
C -4.195 2.588 3.320
C -3.331 2.155 2.327
C -2.618 0.977 2.484
C -2.771 0.229 3.644
C -1.676 0.515 1.385
O -1.581 1.185 0.364
O -1.080 -0.595 1.626
H -5.028 2.176 5.262
H -4.748 3.509 3.193
H -3.193 2.721 1.416
H -2.209 -0.687 3.757
O -0.641 -2.715 -0.286
*
```

Kohn-Sham gap (alpha / beta) in eV: 8.10 / 6.77
HOMO level (alpha / beta) in eV: -5.5 / -6.3
ΔE to the lowest compared entry with this formula, charge and spin in kcal per mole: 15.8
F_max in hartree/bohr: 0.0290
M in g/mol: 506.58

---

[2]
Density functional theory data (ωB97M-V/def2-TZVPD) for a molecular structure, C15H12Cl3N2O3RhSi.

```
! wB97M-V def2-TZVPD RIJCOSX def2/J DEFGRID3
* xyz 0 5
Rh 0.897 -0.085 -0.799
C 1.618 3.595 -3.036
O 0.705 4.424 -2.260
C -0.127 4.010 -1.341
C -0.984 5.068 -0.843
C -1.927 4.775 0.080
C -2.068 3.465 0.592
C -1.222 2.386 0.213
C -1.400 1.184 0.847
N -0.602 0.055 0.563
N -0.858 -1.022 1.271
C -0.023 -2.041 0.910
O 0.900 -1.933 0.039
C -0.217 -3.347 1.571
C -1.099 -3.492 2.640
C -1.262 -4.733 3.236
C -0.551 -5.830 2.766
C 0.324 -5.687 1.698
C 0.496 -4.448 1.101
C -0.215 2.669 -0.844
O 0.571 1.817 -1.368
H 2.386 3.172 -2.397
H 2.047 4.286 -3.754
H 1.076 2.799 -3.535
H -0.853 6.058 -1.253
H -2.587 5.556 0.437
H -2.845 3.263 1.318
H -2.171 1.064 1.598
H -1.644 -2.630 2.996
H -1.945 -4.845 4.068
H -0.675 -6.796 3.238
H 0.873 -6.544 1.328
H 1.177 -4.316 0.272
Cl 4.254 0.857 -2.163
Si 2.600 -0.420 -2.372
Cl 3.427 -2.316 -2.494
Cl 1.926 -0.019 -4.323
*
```

Kohn-Sham gap (alpha / beta) in eV: 6.82 / 6.02
HOMO level (alpha / beta) in eV: -6.4 / -8.7
ΔE to the lowest compared entry with this formula, charge and spin in kcal per mole: 0.0
F_max in hartree/bohr: 0.0096
M in g/mol: 505.62

---

[3]
Density functional theory data (ωB97M-V/def2-TZVPD) for a molecular structure, C15H12CrF5NS4Si.

```
! wB97M-V def2-TZVPD RIJCOSX def2/J DEFGRID3
* xyz -2 5
Cr 2.468 0.468 0.102
C -3.365 0.744 -3.498
Si -2.553 -0.564 -2.423
C -1.700 -1.773 -3.547
C -3.931 -1.490 -1.542
C -1.548 0.316 -1.115
C -2.261 1.159 -0.284
C -1.658 1.874 0.754
C -0.299 1.691 0.913
N 0.414 0.893 0.129
C -0.143 0.190 -0.891
S 0.955 -0.768 -1.786
H -4.026 0.283 -4.237
H -2.603 1.317 -4.031
H -3.951 1.447 -2.904
H -2.456 -2.193 -4.218
H -1.225 -2.575 -2.983
H -0.914 -1.295 -4.129
H -4.595 -1.974 -2.263
H -4.532 -0.828 -0.917
H -3.509 -2.261 -0.894
H -3.333 1.275 -0.431
H -2.212 2.533 1.407
H 0.259 2.193 1.697
S 6.121 2.211 -2.110
C 4.781 1.600 -1.290
S 4.764 0.022 -0.552
S 3.290 2.479 -1.111
F 4.223 1.395 2.817
C 3.365 0.399 3.132
C 2.521 -0.151 2.192
C 1.680 -1.116 2.697
F 0.779 -1.751 1.896
C 1.662 -1.545 4.019
F 0.815 -2.509 4.448
C 2.537 -0.965 4.916
F 2.546 -1.349 6.213
C 3.397 0.020 4.470
F 4.240 0.601 5.354
*
```

Kohn-Sham gap (alpha / beta) in eV: 5.33 / 5.59
HOMO level (alpha / beta) in eV: -1.0 / -1.2
ΔE to the lowest compared entry with this formula, charge and spin in kcal per mole: 6.7
F_max in hartree/bohr: 0.0108
M in g/mol: 509.61

---

[4]
Density functional theory data (ωB97M-V/def2-TZVPD) for a molecular structure, C15H12IrN12O4S.

```
! wB97M-V def2-TZVPD RIJCOSX def2/J DEFGRID3
* xyz 2 2
Ir -0.719 0.568 -0.447
O 0.532 -3.542 -1.296
C 0.273 -2.274 -1.108
O -0.837 -1.860 -0.758
C 1.399 -1.366 -1.359
C 2.657 -1.854 -1.686
C 3.693 -0.955 -1.887
C 3.432 0.409 -1.772
C 2.151 0.840 -1.452
N 1.136 -0.040 -1.241
C 1.763 2.262 -1.274
O 2.578 3.237 -1.589
O 0.644 2.538 -0.841
H -0.229 -4.125 -1.123
H 2.792 -2.921 -1.771
H 4.682 -1.309 -2.121
H 4.247 1.104 -1.918
H 3.456 2.985 -1.911
N -1.985 0.606 2.791
C -2.784 1.005 1.781
N -4.036 1.446 1.890
N -4.405 1.735 0.698
N -3.498 1.520 -0.175
N -2.429 1.056 0.448
C -0.690 0.260 2.614
N 0.192 -0.067 3.560
N 1.289 -0.294 2.941
N 1.189 -0.143 1.673
N -0.053 0.217 1.403
H -2.361 0.589 3.735
N -3.882 1.216 -6.777
C -2.989 1.967 -6.130
S -2.293 3.329 -6.890
C -2.520 1.623 -4.814
C -2.399 0.281 -4.391
C -1.877 0.012 -3.151
N -1.499 0.969 -2.284
C -1.669 2.253 -2.649
C -2.140 2.615 -3.884
H -4.203 1.464 -7.703
H -4.414 0.513 -6.285
H -2.640 -0.534 -5.056
H -1.760 -1.007 -2.816
H -1.405 3.009 -1.921
H -2.260 3.660 -4.118
*
```

Kohn-Sham gap (alpha / beta) in eV: 4.18 / 3.61
HOMO level (alpha / beta) in eV: -13.2 / -13.2
F_max in hartree/bohr: 0.0785
M in g/mol: 648.63

---

[5]
Density functional theory data (ωB97M-V/def2-TZVPD) for a molecular structure, C15H13BrCrN4O14P2.

```
! wB97M-V def2-TZVPD RIJCOSX def2/J DEFGRID3
* xyz -1 4
Cr 1.347 -0.784 0.768
C -5.376 1.705 1.969
C -3.902 1.571 2.222
C -3.384 1.436 3.507
C -2.029 1.252 3.692
C -1.258 1.217 2.544
Br 0.627 0.868 2.780
N -1.686 1.366 1.330
C -2.997 1.538 1.172
H -5.885 2.145 2.826
H -5.822 0.726 1.782
H -5.571 2.330 1.097
H -4.048 1.452 4.363
H -1.594 1.101 4.668
H -3.338 1.652 0.148
O -1.627 -3.747 1.408
P -1.081 -2.393 2.057
O -2.137 -1.694 2.793
O -0.350 -1.655 0.920
O 0.087 -2.902 3.055
P 1.602 -3.244 2.587
O 1.378 -4.115 1.249
O 2.301 -3.986 3.633
O 2.187 -1.898 2.116
H -0.889 -4.233 1.010
H 1.594 -3.593 0.452
O 1.882 -2.898 -2.618
C 1.619 -1.953 -1.901
O 1.853 -1.981 -0.616
C 1.054 -0.691 -2.518
C 0.884 -0.724 -3.883
C 0.409 0.388 -4.566
C 0.133 1.566 -3.905
C 0.309 1.624 -2.539
C 0.718 0.485 -1.769
O 0.762 0.535 -0.497
N 0.073 2.931 -1.917
O 0.393 3.106 -0.763
O -0.370 3.819 -2.636
N 0.227 0.329 -6.008
O -0.184 1.327 -6.578
O 0.517 -0.707 -6.580
H 1.130 -1.635 -4.408
H -0.202 2.438 -4.441
C 5.556 1.180 0.259
C 4.235 0.620 0.482
N 3.200 0.172 0.652
H 5.875 0.948 -0.756
H 6.257 0.746 0.968
H 5.521 2.260 0.391
*
```

Kohn-Sham gap (alpha / beta) in eV: 8.20 / 8.36
HOMO level (alpha / beta) in eV: -6.4 / -6.6
ΔE to the lowest compared entry with this formula, charge and spin in kcal per mole: 18.2
F_max in hartree/bohr: 0.0092
M in g/mol: 667.13

---

[6]
Density functional theory data (ωB97M-V/def2-TZVPD) for 2 unconnected molecules or ions with the total composition C15H13Cl2FN2O4.

```
! wB97M-V def2-TZVPD RIJCOSX def2/J DEFGRID3
* xyz 0 1
Cl 5.324 5.742 7.110
C 5.884 4.277 6.366
N 5.060 3.286 6.029
F 3.047 3.663 5.716
C 5.562 2.224 5.398
Cl 4.563 0.914 4.820
C 6.930 2.055 5.176
C 7.802 3.070 5.584
C 7.266 4.196 6.195
H 7.281 1.166 4.669
H 8.867 2.964 5.441
H 7.895 5.026 6.516
C 1.421 8.111 5.148
C 1.170 6.747 4.577
O 1.793 5.782 5.462
C 1.412 4.542 5.129
C 1.723 3.572 6.289
C 0.939 2.337 6.280
C 0.483 1.706 5.056
C -0.368 0.568 5.107
C -0.753 0.023 6.339
N -1.273 -1.303 6.381
O -1.500 -1.820 7.499
O -1.460 -1.966 5.331
C -0.372 0.635 7.548
C 0.507 1.754 7.523
O 1.017 4.273 4.011
H 1.161 8.835 4.371
H 0.740 8.331 5.979
H 2.441 8.292 5.508
H 0.099 6.580 4.555
H 1.627 6.570 3.606
H 1.835 4.072 7.306
H 0.737 2.187 4.113
H -0.647 0.091 4.182
H -0.679 0.168 8.438
H 0.783 2.196 8.463
*
```

Kohn-Sham gap in eV: 8.39
HOMO level in eV: -9.5
ΔE to the lowest compared entry with this formula, charge and spin in kcal per mole: 0.0
F_max in hartree/bohr: 0.0841
M in g/mol: 375.18

---

Which value of M does entry 3 give? 509.61 g/mol

---

What is the M in the fourth record? 648.63 g/mol